C19H21CoN4O8P2 | the ωB97M-V functional and the def2-TZVPD basis

Its spin multiplicity is 5. The frontier orbital gap (alpha / beta) comes out at 0.2392 / 0.2296 Ha. Its expectation value of S² is 6.108. The energy relative to the best compared isomer or geometry (same formula, charge and spin) is 2.25 kJ/mol. For the energy, the calculation gives -98596.0234 eV. The value obtained for the largest force on an atom is 3.037 eV Å⁻¹. Its HOMO energy (alpha / beta) is -8.41 / -9.09 eV. As for the LUMO energy (alpha / beta): -1.9 / -2.8 eV.

Each line ends with the Mulliken charge.
Element x y z (Å)
1 Co -0.10398 0.31074 0.21599  0.270
2 P 1.65544 2.16712 -1.50700  0.281
3 P 2.32643 1.84129 1.20601  0.407
4 O 2.15745 2.79737 2.44811  -0.557
5 O 0.90632 0.83790 -1.34452  -0.361
6 O 3.14873 1.81607 -1.86523  -0.593
7 O -1.49660 -0.15906 -1.73939  -0.249
8 O 3.74385 1.53907 0.90786  -0.834
9 O 1.33848 0.70720 1.43600  -0.034
10 O 1.72131 2.73433 0.00105  -0.146
11 O 1.02428 3.13396 -2.40436  -0.813
12 N -1.13717 -0.33062 1.64653  1.543
13 N -1.24088 1.94003 0.66804  0.434
14 N -1.73338 0.48779 2.41974  -0.960
15 N 0.42166 -1.64746 0.14822  0.955
16 C 0.00253 -4.16665 2.78864  -0.744
17 C -1.32034 3.12163 0.07271  -0.224
18 C 1.25294 -2.19833 -0.82125  -0.687
19 C -0.76784 -3.42244 3.66840  -0.559
20 C -2.60712 0.20939 -2.54528  -0.404
21 C -2.62884 2.73649 2.45905  -0.551
22 C 0.70347 -2.89614 -1.89150  0.023
23 C 0.05972 -2.31264 1.23668  0.463
24 C 2.63168 -1.97038 -0.71278  0.116
25 C -1.87346 1.73561 1.83618  0.179
26 C 0.41572 -3.63759 1.57657  -0.524
27 C -2.70617 3.96664 1.84061  -0.305
28 C -0.76272 -1.58121 2.14599  0.164
29 C 3.45834 -2.48463 -1.69382  -0.911
30 C -1.15229 -2.12447 3.36648  -0.588
31 C 1.55797 -3.39861 -2.85821  -0.842
32 C -2.71436 1.70868 -2.77172  -0.924
33 C -2.04682 4.16803 0.63181  -1.094
34 C 2.92165 -3.19916 -2.75971  -0.428
35 H 2.94349 3.35597 2.56738  0.336
36 H 1.03307 -4.19727 0.89138  0.546
37 H 3.01415 -1.38050 0.10663  0.481
38 H -0.36467 -3.02170 -1.96503  0.488
39 H -1.07325 -3.86067 4.60653  0.410
40 H -0.67200 0.13280 -2.17606  0.194
41 H -0.77769 3.24298 -0.85609  0.560
42 H 3.67552 1.67417 -1.02269  0.414
43 H -1.75384 -1.54393 4.04249  0.492
44 H -2.53463 -0.32243 -3.50509  0.291
45 H -3.47082 1.92614 -3.52096  0.431
46 H 0.28882 -5.16806 3.06727  0.417
47 H -2.07041 5.11726 0.12497  0.498
48 H -2.99369 2.22130 -1.85847  0.158
49 H 4.52376 -2.31409 -1.63548  0.420
50 H 1.15383 -3.94369 -3.69885  0.402
51 H -3.49108 -0.17196 -2.02537  0.313
52 H -1.77245 2.11992 -3.11884  0.287
53 H -3.11782 2.52819 3.39803  0.544
54 H -3.27237 4.76522 2.29651  0.402
55 H 3.57606 -3.58959 -3.52415  0.412

---

C29H39ClNO5OsP2 | the ωB97M-V functional and the def2-TZVPD basis

The frontier orbital gap comes out at 0.2342 Ha. The net charge is +1. The energy relative to the best compared isomer or geometry (same formula, charge and spin) is 0.00 kJ/mol. For the energy, the calculation gives -75998.0916 eV. The value obtained for the largest force on an atom is 0.251 eV Å⁻¹. Its HOMO energy is -10.73 eV. As for the LUMO energy: -4.4 eV.

Each line ends with the Mulliken charge.
Element x y z (Å)
1 Os 0.04856 1.25663 -0.56779  0.467
2 Cl 0.17331 0.80319 -2.81092  -0.381
3 P 2.09643 0.91752 0.38465  1.215
4 P -0.48123 -1.02340 -0.63975  -0.115
5 O 0.37324 3.12036 -0.03689  -0.632
6 O 1.89207 4.64245 0.56949  -0.586
7 O -1.83538 -1.22665 -1.43681  0.178
8 O -0.77531 -1.80847 0.69904  0.030
9 O 0.65508 -1.85470 -1.37483  0.447
10 N -3.40036 3.22556 -1.02115  0.151
11 C 3.05684 -1.64304 0.82942  -0.638
12 C 3.41168 0.29998 -1.97425  0.048
13 C -4.06464 -1.87017 -2.00142  -1.376
14 C -2.96962 4.35347 -0.21884  -0.910
15 C 2.55568 -0.48533 1.42514  1.312
16 C 1.47675 3.52602 0.61496  0.382
17 C 4.41879 0.43317 -2.91474  -1.201
18 C -3.21712 1.26403 2.93070  -0.974
19 C 2.87145 -1.48451 3.59618  -0.810
20 C -1.27618 1.01349 0.96996  0.065
21 C 3.45666 -2.71257 1.61354  -0.608
22 C -3.49109 1.67422 1.63554  -0.324
23 C -2.52223 1.54762 0.64634  0.710
24 C 0.37814 -3.15236 -1.97337  -0.229
25 C 3.36049 -2.63704 2.99753  -0.702
26 C -2.75007 1.98276 -0.78530  -0.474
27 C 0.02197 -2.80065 1.38279  0.666
28 C 3.41062 1.10904 -0.83739  0.594
29 C 4.41871 2.05667 -0.65822  -0.710
30 C 2.47032 -0.41117 2.81409  -0.343
31 C -3.00570 -1.92460 -0.93079  0.139
32 C -4.81367 3.19079 -1.33148  -0.874
33 C -1.97796 0.71865 3.24917  -1.361
34 C 5.41830 2.18908 -1.60777  -0.843
35 C 0.21053 -3.00076 -3.46494  -1.345
36 C 2.11997 2.40881 1.43559  -1.150
37 C -0.88654 -3.90621 1.86042  -1.709
38 C -1.01185 0.57893 2.26545  0.403
39 C 5.41996 1.37735 -2.73299  -0.606
40 H -3.26044 1.19530 -1.34478  -0.164
41 H -3.22187 5.28022 -0.73486  0.380
42 H -4.45444 2.10431 1.39292  0.416
43 H -1.66506 -3.50996 2.51168  0.326
44 H 0.04450 -3.97807 -3.91928  0.461
45 H 2.81386 -1.41263 4.67404  0.449
46 H -1.88819 4.32434 -0.09138  0.152
47 H -1.35804 -4.42261 1.02434  0.328
48 H -0.30426 -4.63519 2.42473  0.454
49 H 2.11837 0.48938 3.30368  0.334
50 H -3.70945 -2.33363 -2.92123  0.324
51 H 4.41594 -0.18879 -3.79973  0.453
52 H 3.85858 -3.60077 1.14396  0.465
53 H -0.63879 -2.35725 -3.69071  0.233
54 H -1.73887 2.03917 -1.30015  0.210
55 H 0.51359 -2.30091 2.21773  -0.117
56 H 0.79328 -3.16739 0.70843  0.222
57 H -4.35160 -0.84248 -2.22334  0.229
58 H -5.10337 4.14199 -1.77875  0.352
59 H 1.44426 2.21514 2.27378  0.538
60 H 3.09338 2.70644 1.81524  0.680
61 H -3.97306 1.36575 3.69805  0.407
62 H -0.05820 0.12271 2.50606  0.419
63 H -4.94993 -2.40811 -1.66173  0.410
64 H 4.42712 2.70336 0.20773  0.332
65 H 6.19942 1.48617 -3.47511  0.410
66 H -3.32638 -1.43823 -0.00893  0.212
67 H 1.23215 -3.77919 -1.71870  0.435
68 H -2.73290 -2.95429 -0.69666  0.288
69 H -5.01772 2.40615 -2.06075  0.298
70 H 3.67819 -3.47070 3.60941  0.433
71 H 6.19268 2.93124 -1.47048  0.427
72 H -1.77203 0.39671 4.26161  0.513
73 H 1.10449 -2.56154 -3.90646  0.282
74 H -3.43268 4.38430 0.77742  0.344
75 H 3.15017 -1.70774 -0.24723  0.276
76 H -0.51284 -3.58444 -1.51138  0.201
77 H -5.46024 3.02811 -0.45707  0.283
78 H 2.61375 -0.41496 -2.13250  0.397